Entry 1:
C4H6N2O in the gas phase at a distorted geometry, computed with wB97M-V/def2-TZVPD.

HOMO energy	-9.75	eV
multiplicity	1
orbital gap	10.64	eV
total charge	0
max |F|	0.059	hartree/bohr
structure (SMILES)	O=C1NC[C@H]2CN12

Structure (XYZ):
```
13
Properties=species:S:1:pos:R:3:forces:R:3
O -2.489786 -0.493403 0.491193 0.26 -1.52 -0.04
C -1.340687 -0.296796 0.126309 -0.55 -0.50 0.20
N -0.974614 0.986821 0.021048 -0.38 -0.54 0.15
C 0.392694 1.148438 -0.508659 -0.22 0.02 0.06
C 0.836705 -0.334394 -0.553316 0.01 0.15 -0.07
C 0.823784 -1.111873 0.701322 0.15 -0.03 0.25
N -0.308519 -1.203172 -0.233287 -0.24 -0.16 -0.12
H -1.959016 1.270971 0.302783 1.83 2.31 -0.62
H 1.056763 1.744002 0.132095 -0.33 -0.07 -0.03
H 0.432999 1.571976 -1.520338 -0.23 -0.04 0.22
H 1.461167 -0.675647 -1.378385 -0.18 0.24 0.16
H 1.393192 -2.033711 0.783981 -0.03 0.21 -0.03
H 0.675317 -0.573213 1.635255 -0.07 -0.06 -0.13
```
Forces are in eV/Å.

---

Entry 2:
C5H8N2 in the gas phase at a distorted geometry, computed with wB97M-V/def2-TZVPD.

HOMO energy	-8.81	eV
multiplicity	1
orbital gap	9.84	eV
total charge	0
max |F|	0.082	hartree/bohr
structure (SMILES)	Cc1ccn(C)n1

Structure (XYZ):
```
15
Properties=species:S:1:pos:R:3:forces:R:3
C -2.370528 -0.656091 0.046424 -0.15 0.02 0.09
C -1.009798 -0.056503 0.147670 -0.29 0.07 -0.04
C -0.603372 1.270255 -0.171028 -0.25 0.11 0.14
C 0.745097 1.284544 0.046456 -0.08 -0.21 -0.47
N 1.079415 0.016484 0.394029 -0.10 -0.20 -1.72
C 2.493711 -0.656106 -0.073130 -2.88 1.13 0.89
N 0.018429 -0.796159 0.511994 -0.19 0.04 -0.95
H -2.713028 -0.637993 -0.994868 0.02 0.00 0.17
H -3.091819 -0.099878 0.648808 -0.04 -0.10 -0.04
H -2.340360 -1.695141 0.384119 -0.03 0.17 -0.03
H -1.211894 2.076295 -0.547582 -0.07 0.04 0.26
H 1.495082 2.066672 -0.018271 -0.19 -0.24 -0.20
H 2.843988 -0.100054 -0.963948 0.17 0.15 1.22
H 2.252836 -1.672107 -0.411856 0.08 0.31 0.85
H 2.412243 -0.344216 1.001189 4.00 -1.30 -0.17
```
Forces are in eV/Å.

---

Entry 3:
2 unconnected molecules or ions with the total composition C9H20N2O3P at a distorted geometry, computed with wB97M-V/def2-TZVPD.

HOMO energy	-14.66	eV
multiplicity	1
orbital gap	10.53	eV
total charge	+1
max |F|	0.075	hartree/bohr

Structure (XYZ):
```
35
Properties=species:S:1:pos:R:3:forces:R:3
C 0.037894 -1.584846 2.584634 0.29 1.69 0.33
C -0.080739 -1.182097 -1.983199 -2.87 -0.28 0.62
C -1.994235 -1.503413 -0.355767 -1.10 2.61 0.44
C 2.391565 -0.464623 0.636673 -1.30 0.91 -0.04
C 1.749316 2.052928 0.391987 0.59 0.82 -1.56
C -0.022658 -0.141024 2.642906 -1.32 -1.38 1.19
C -0.674723 0.454632 1.433716 -0.23 1.67 0.06
C -0.517247 -1.134371 -0.490726 2.66 -0.98 -1.03
C 1.357559 0.612708 0.013488 3.48 -1.22 -1.14
N 0.081877 -2.712399 2.563105 0.04 -2.47 -0.19
N -0.077257 0.330591 0.051955 -2.00 -1.69 2.10
O -5.028340 3.101155 -0.499584 -1.49 0.49 0.65
O -3.208580 1.580101 -0.393918 1.04 -0.76 0.04
O -0.664975 1.309073 -0.724512 -2.41 0.86 -0.17
P -4.274497 1.997063 -1.328908 -0.22 1.00 0.98
H 0.960628 -0.969106 -2.099220 0.30 0.65 -0.55
H -0.139117 -2.259478 -2.085882 -0.17 -0.27 -0.90
H -0.895012 -0.670703 -2.639877 2.05 -0.73 0.85
H -2.374976 -2.389689 -0.792481 0.79 -1.12 -1.25
H -2.584273 -0.674761 -0.853046 0.55 -0.88 0.57
H -2.452019 -1.661697 0.624564 0.69 0.54 0.42
H 2.432319 -0.629832 1.735366 -0.46 0.07 -0.87
H 2.317206 -1.388732 0.072458 0.02 -0.27 0.31
H 3.340432 -0.020450 0.390415 0.43 0.09 -0.19
H 1.081949 2.688603 -0.281618 1.29 -0.35 1.11
H 2.905696 2.197852 0.079414 -2.88 -0.25 0.86
H 1.588649 2.350382 1.452080 0.25 -0.38 -0.67
H 0.888009 0.252722 2.991221 1.64 0.62 -0.56
H -0.566319 0.064769 3.596229 -0.64 0.11 -1.00
H -1.693924 0.180180 1.240052 -0.41 -0.46 0.63
H -0.720723 1.499774 1.681386 0.10 0.75 -0.45
H 0.219259 -1.901488 -0.041462 -1.45 1.54 0.17
H 1.583965 0.483283 -1.093872 -0.24 0.61 1.38
H -5.098441 3.218300 0.494139 0.57 -0.33 -1.60
H -1.738267 1.515262 -0.464573 2.42 -1.20 -0.53
```
Forces are in eV/Å.

---

Entry 4:
2 unconnected molecules or ions with the total composition C4H12 at a distorted geometry, computed with wB97M-V/def2-TZVPD.

HOMO energy	-11.65	eV
multiplicity	1
orbital gap	12.75	eV
total charge	0
max |F|	0.022	hartree/bohr
structure (SMILES)	CC.CC

Structure (XYZ):
```
16
Properties=species:S:1:pos:R:3:forces:R:3
C -0.865017 2.185893 -0.239387 0.31 -0.52 -0.16
C -1.936933 2.015319 0.828540 -0.39 -0.54 -0.35
H -0.239779 3.060271 -0.097072 0.13 0.09 0.18
H -0.249120 1.288284 -0.237025 0.44 0.15 0.13
H -1.213920 2.234292 -1.269509 -0.52 0.10 0.07
H -1.586234 2.262626 1.825173 0.06 0.37 0.04
H -2.842348 2.565550 0.577604 0.01 0.19 0.28
H -2.227467 0.959828 0.907649 -0.05 0.16 -0.19
C 0.986499 -2.732930 -0.287624 0.81 0.62 -0.49
C 1.769201 -1.397577 -0.263449 0.08 -0.61 -0.68
H 1.484596 -3.431804 -0.954172 -0.27 -0.11 -0.24
H 1.006886 -3.196508 0.672917 -0.15 -0.27 0.78
H -0.038507 -2.578356 -0.572334 -0.41 -0.15 -0.26
H 1.153059 -0.546245 -0.536857 -0.22 0.16 0.66
H 2.270465 -1.322624 0.694154 0.00 0.62 0.07
H 2.528613 -1.366017 -1.048607 0.17 -0.27 0.16
```
Forces are in eV/Å.

---

Entry 5:
A molecular structure, C27H28CaN5O4S at a distorted geometry, computed with wB97M-V/def2-TZVPD.

HOMO energy	-11.28	eV
multiplicity	1
orbital gap	9.04	eV
total charge	+1
max |F|	0.067	hartree/bohr

Structure (XYZ):
```
66
Properties=species:S:1:pos:R:3:forces:R:3
Ca 1.551147 -1.045911 -0.691314 -0.94 3.20 -0.84
O 2.068547 -1.861511 1.091586 1.01 -1.37 2.73
C 0.854147 -2.644811 1.148486 -0.70 -1.07 0.42
C 0.853647 -3.537711 -0.155214 -0.12 -1.06 0.68
O 0.794047 -4.741211 -0.088514 -0.04 -0.22 0.23
O 0.942647 -2.823511 -1.206014 -0.89 -2.45 -1.66
C 0.718247 -3.347011 2.483386 0.33 0.00 0.14
C 1.433747 -2.865711 3.574486 0.12 0.06 -0.20
C 1.212047 -3.375911 4.839586 -0.07 -0.07 0.14
C 0.254147 -4.356811 5.030486 0.01 0.03 0.07
C -0.456353 -4.843611 3.945486 -0.06 0.01 -0.06
C -0.228553 -4.344911 2.675586 0.11 -0.05 -0.09
C -0.329553 -1.711011 1.082886 -0.43 0.56 0.24
C -0.282353 -0.452111 1.685586 0.08 -0.23 0.06
C -1.433153 0.315689 1.780486 -0.03 0.09 0.03
C -2.637753 -0.169711 1.298286 0.06 0.02 -0.01
C -2.684453 -1.414511 0.691086 0.01 -0.10 0.04
C -1.539553 -2.180711 0.574086 0.09 0.06 -0.02
H 2.793047 -2.498411 1.158986 0.16 0.12 0.27
H 2.161847 -2.075211 3.443286 -0.02 -0.01 0.02
H 1.775447 -2.990311 5.675786 0.03 0.01 0.09
H 0.048347 -4.730311 6.021786 0.03 -0.07 0.08
H -1.206253 -5.607111 4.086086 -0.03 -0.09 0.02
H -0.768653 -4.742711 1.831886 -0.08 -0.03 -0.05
H 0.633347 -0.113811 2.163886 -0.06 0.01 -0.12
H -1.395053 1.274789 2.274986 0.02 0.11 0.02
H -3.546553 0.401489 1.414686 -0.07 0.09 0.01
H -3.622553 -1.809111 0.335386 -0.14 -0.03 -0.08
H -1.595853 -3.164411 0.125286 0.03 0.00 -0.06
C -1.410653 -0.233711 -2.497314 -0.13 -0.02 -0.01
C -0.489053 0.880389 -2.171514 0.02 0.12 -0.04
N 0.681447 0.722989 -1.583714 -1.02 1.24 -0.95
C 1.274347 1.953289 -1.526014 -0.25 0.53 -0.22
C 0.446047 2.868689 -2.093214 0.48 0.10 0.20
N -0.672953 2.182089 -2.489114 0.19 -0.22 0.19
C -1.841153 2.809189 -3.073014 -0.27 0.12 -0.49
N -2.222953 3.968089 -2.332614 -0.36 0.03 0.73
N -2.119753 5.207689 -2.871114 0.48 -0.30 -1.19
N -2.517453 6.077589 -2.058014 -0.10 0.93 0.07
C -2.910253 5.472989 -0.898214 0.04 -1.38 0.26
C -3.410453 5.985589 0.297786 0.05 -0.06 -0.14
C -3.682353 5.081689 1.298086 -0.05 0.19 0.09
C -3.475453 3.706589 1.131086 0.05 -0.17 -0.11
C -2.992953 3.175489 -0.045114 -0.01 -0.20 0.01
C -2.717153 4.078589 -1.060314 -0.07 0.87 0.00
H -0.909153 -1.175711 -2.269414 -0.14 -0.01 -0.05
H -1.670153 -0.223611 -3.555814 -0.03 -0.07 -0.01
H -2.328153 -0.187311 -1.910414 -0.04 -0.01 0.00
H 2.243647 2.084089 -1.084214 0.14 0.15 0.03
H 0.555447 3.920189 -2.259314 -0.04 0.25 0.02
H -2.658453 2.079189 -3.093814 0.21 0.11 -0.02
H -1.613853 3.149189 -4.091314 -0.16 -0.09 0.22
H -3.575153 7.042889 0.419986 0.00 0.14 0.03
H -4.065353 5.434489 2.242286 -0.05 0.05 0.09
H -3.705153 3.044789 1.951386 -0.04 -0.09 0.12
H -2.835853 2.114889 -0.169214 0.01 -0.11 0.03
C 5.813447 0.205889 -1.866014 -0.47 -0.12 -0.34
S 4.289347 -0.559111 -2.520114 1.94 -0.24 -0.35
C 5.001747 -2.200811 -2.850114 -0.32 0.41 -0.01
O 3.462047 -0.754311 -1.286814 1.61 0.23 -0.08
H 6.298647 -0.474811 -1.173614 -0.05 -0.13 0.04
H 5.528547 1.116789 -1.346914 -0.11 0.06 -0.07
H 6.468247 0.444689 -2.696814 0.10 0.03 -0.13
H 5.703647 -2.106911 -3.673014 0.07 0.02 -0.11
H 4.187847 -2.867211 -3.130314 -0.04 0.05 -0.02
H 5.501647 -2.568411 -1.956614 -0.04 0.09 0.06
```
Forces are in eV/Å.

---

Entry 6:
2 unconnected molecules or ions with the total composition C6H5N4O4 at a distorted geometry, computed with wB97M-V/def2-TZVPD.

HOMO energy (spin up / spin down)	-2.20 / -3.70	eV
multiplicity	3
orbital gap (spin up / spin down)	3.57 / 5.06	eV
⟨S²⟩	2.060
total charge	-1
max |F|	0.144	hartree/bohr

Structure (XYZ):
```
19
Properties=species:S:1:pos:R:3:forces:R:3
C -0.321588 -0.683787 -0.988358 -0.13 -0.79 -1.52
C -0.485974 -0.508025 1.355810 0.05 -0.12 1.60
C -1.603585 -0.149585 -1.195215 0.58 0.30 2.61
C -1.740127 0.029949 1.214180 -1.03 0.40 -2.69
C 0.237349 -1.008482 0.260207 0.36 0.83 0.38
C -2.329322 0.196134 -0.073562 1.91 -0.65 1.69
N 4.413206 1.231419 0.430661 -3.10 1.02 1.95
N 4.434549 0.215835 -0.224948 5.99 -2.22 -3.78
N 3.662315 -0.767663 -0.319741 -5.32 -2.25 2.33
N -3.580233 0.881615 -0.232002 -1.97 0.45 -1.32
O 3.983451 -2.005431 -0.504340 1.32 2.10 -0.44
O -3.990308 0.980244 -1.420721 0.36 0.14 2.39
O 4.644663 2.398417 0.109652 0.96 1.32 0.00
O -4.207415 1.307152 0.747479 1.03 -0.59 -1.29
H 0.160949 -0.861437 -1.950884 0.58 -0.30 0.61
H -0.115749 -0.457577 2.415983 0.05 -0.56 -1.33
H -2.079618 0.215990 -2.049038 0.14 -0.18 -1.95
H -2.344785 0.441768 1.955455 -0.43 0.39 1.74
H 1.262219 -1.456537 0.469376 -1.37 0.72 -0.98
```
Forces are in eV/Å.

---

Result set for E: -340.71135 -304.71905 -1031.18324 -159.57337 -2696.07324 -751.31786 hartree, one per record in the order listed.
Result set for molar mass: 98.10 96.13 235.24 60.14 558.70 197.13 g mol⁻¹, one per record in the order listed.